1.
96
Properties=species:S:1:pos:R:3:forces:R:3 method="wB97M-V/def2-TZVPD" fmax_ha_per_bohr=0.099 lumo_ev=0.0 charge=0
C 13.0074 3.2687 -20.8644 -0.4 -0.4 0.3
S 12.6236 1.4703 -21.0738 1.3 -0.5 0.4
O 11.5667 1.1010 -20.0737 0.2 0.8 -0.8
C 11.9090 1.4834 -22.6981 -0.9 1.1 -1.4
H 13.6877 3.7904 -21.5377 0.0 -0.7 -0.5
H 13.5214 3.2678 -19.9032 -0.4 0.2 0.2
H 12.0548 3.7981 -20.8486 0.0 0.0 0.3
H 11.2856 0.6114 -22.8956 -0.1 0.1 0.5
H 12.5330 1.5803 -23.5866 1.1 -0.5 0.5
H 11.3740 2.4215 -22.8457 -0.9 -0.2 0.4
C 8.7486 12.5971 -25.0580 -1.0 0.5 0.1
S 9.6143 14.2094 -24.9787 -0.9 1.0 -1.5
O 9.5018 14.8602 -26.3651 0.2 -1.1 2.0
C 8.3304 15.0909 -23.9425 0.5 -0.7 -0.2
H 9.2388 11.7935 -25.6077 0.4 0.4 0.1
H 7.7948 12.8282 -25.5323 0.0 0.0 -0.4
H 8.4606 12.2769 -24.0567 0.5 -0.1 0.2
H 8.4359 16.1410 -24.2152 0.1 -0.1 0.1
H 8.5479 14.9018 -22.8913 0.2 0.2 0.0
H 7.3107 14.7503 -24.1220 0.1 -0.1 -0.4
C 19.0595 7.8818 -17.6824 0.0 0.6 0.9
S 17.8246 8.6091 -18.8371 -2.0 -1.3 0.4
O 16.5198 7.7814 -18.6781 2.2 1.3 -0.2
C 17.4242 10.2340 -18.0782 0.8 -0.3 0.9
H 18.6879 7.7775 -16.6630 -0.6 -0.1 -0.1
H 19.9247 8.5260 -17.5260 0.1 0.2 -0.6
H 19.4090 6.9010 -18.0051 -0.3 0.2 -0.4
H 18.3034 10.6908 -17.6240 0.4 0.0 -0.4
H 16.7648 10.0877 -17.2227 -0.4 -0.3 -0.3
H 17.0172 10.9298 -18.8118 -0.1 -0.4 -0.1
C 5.5508 8.6343 -24.5216 0.9 0.0 0.8
S 4.2054 7.8385 -23.5581 0.9 -1.8 0.0
O 4.2941 6.3270 -23.7790 -0.1 2.1 0.3
C 4.9167 8.1588 -21.8921 -0.1 -0.1 0.7
H 5.5552 9.6937 -24.2651 -0.5 0.2 -0.5
H 5.5709 8.4030 -25.5866 -0.8 0.2 0.1
H 6.5467 8.3392 -24.1912 -0.1 -0.6 0.4
H 5.1657 9.2012 -21.6935 0.1 0.1 -0.5
H 5.7515 7.5114 -21.6236 0.3 0.0 -0.8
H 4.2124 7.9091 -21.0986 -0.7 -0.1 -0.4
C 10.6891 8.0849 -18.9832 0.1 -1.2 1.1
C 10.0444 8.2808 -20.2387 -1.6 1.6 -2.6
N 9.4657 8.4975 -21.2274 1.1 -0.6 1.7
H 10.5276 7.0203 -18.8142 0.5 -0.3 0.3
H 10.1782 8.5327 -18.1309 0.0 0.5 -0.3
H 11.7535 8.3197 -18.9708 -0.2 0.0 -0.1
N 12.7921 12.6901 -19.0946 -1.4 0.1 1.1
C 11.4437 12.5906 -19.3677 -0.7 -0.2 0.7
C 10.7121 12.5014 -18.1599 1.9 -0.4 -1.3
C 11.6926 12.5012 -17.1032 -0.5 -0.1 -1.9
C 12.9199 12.6654 -17.7264 0.4 -0.2 1.2
H 13.5248 12.7727 -19.7848 -0.2 0.1 0.3
H 11.1508 12.5031 -20.4036 -0.3 0.2 0.1
H 9.6537 12.3205 -18.0437 0.1 0.1 -0.2
H 11.4026 12.2066 -16.1055 0.6 0.5 0.2
H 13.8706 12.7797 -17.2269 0.1 -0.1 -0.3
N 10.0918 5.1867 -25.3571 1.9 -1.0 -2.2
C 10.6335 4.6376 -26.5208 0.3 -0.5 -0.3
C 9.7294 3.7337 -27.0822 1.8 1.2 0.3
C 8.6249 3.7759 -26.2516 -1.8 -0.5 0.9
C 8.8953 4.6003 -25.1978 -1.0 0.8 1.6
H 10.6679 5.6880 -24.6960 -0.6 0.0 0.0
H 11.6439 4.8412 -26.8434 -0.1 0.2 0.1
H 9.9052 3.0761 -27.9207 -0.1 0.3 -0.1
H 7.6847 3.2590 -26.3747 0.1 -0.1 0.0
H 8.4108 4.8700 -24.2710 -0.7 -0.3 -0.3
N 4.7316 8.3240 -15.2648 0.6 0.5 -1.1
C 5.8912 8.8974 -14.8145 -1.4 -1.8 4.6
C 6.4673 9.6701 -15.7083 1.9 1.0 -0.4
C 5.7455 9.4850 -16.8472 -3.0 0.1 -3.0
C 4.6022 8.7037 -16.5849 1.1 0.4 0.4
H 4.0974 7.7358 -14.7435 0.3 0.2 -0.1
H 6.1197 8.7520 -13.7690 0.2 0.0 0.0
H 7.3111 10.3331 -15.5863 0.0 -0.3 0.1
H 5.9283 10.0177 -17.7687 -0.1 -0.2 -0.1
H 3.7085 8.4299 -17.1258 0.4 0.1 -0.3
N 13.3267 6.8246 -15.5490 2.2 3.1 -1.7
C 13.0495 7.8078 -14.6392 -0.6 0.1 -0.6
C 12.2390 7.2088 -13.7128 -0.1 2.1 0.9
C 12.1176 5.8937 -14.0465 -0.7 -2.6 -0.4
C 12.8132 5.6693 -15.2337 -1.2 -2.0 1.6
H 13.9168 7.0269 -16.3433 0.0 -0.3 0.0
H 13.2407 8.8460 -14.8669 0.2 -0.2 0.2
H 11.7237 7.7280 -12.9182 0.2 -0.1 0.1
H 11.5144 5.1854 -13.4980 0.2 -0.2 -0.1
H 13.0266 4.7658 -15.7857 -0.2 0.1 0.0
N 7.7734 2.6936 -19.1154 -0.7 -0.3 0.3
C 8.3390 3.3971 -18.0741 2.1 -0.5 -1.1
C 7.5993 4.4858 -17.8264 -1.6 0.9 0.5
C 6.4298 4.3731 -18.6105 -0.4 -0.4 -0.7
C 6.5439 3.2432 -19.4195 0.2 1.0 1.2
H 8.1313 1.8250 -19.4862 0.0 0.2 0.1
H 9.3755 3.2521 -17.8074 -0.1 -0.5 0.1
H 7.7165 5.2913 -17.1165 0.5 -0.2 0.1
H 5.6080 5.0673 -18.5149 -0.1 -0.2 -0.3
H 5.7800 2.7766 -20.0238 0.4 0.0 -0.2

***

2.
100
Properties=species:S:1:pos:R:3:forces:R:3 method="wB97M-V/def2-TZVPD" fmax_ha_per_bohr=0.076 lumo_ev=-5.0 charge=+1
Ba 0.4768 -2.6749 3.9129 1.2 1.5 -1.5
C 1.2736 1.7369 -0.1998 0.6 -0.7 1.0
C 1.1344 0.7555 1.0116 0.4 0.0 0.0
O 0.0702 0.7776 1.6175 -3.0 0.4 1.0
O 2.0217 -0.0544 1.3538 1.7 -0.7 -0.6
H 1.2611 1.0850 -1.0733 -0.1 0.4 -0.3
H 2.2276 2.2610 -0.1425 0.1 -0.2 -0.1
H 0.4961 2.5008 -0.1966 -0.2 -0.4 -0.1
C 5.0729 -2.1100 -4.0175 -1.8 1.5 1.9
C 5.0546 -1.5600 -2.6904 -0.3 -0.3 -2.1
C 6.0360 -1.8693 -1.7883 0.0 0.8 0.3
C 7.0708 -2.6972 -2.1864 0.0 -0.4 -0.4
C 7.0210 -3.3175 -3.4473 0.7 0.2 1.1
C 5.9890 -3.0282 -4.3525 2.1 -1.1 0.1
N 8.1843 -2.9666 -1.1839 -0.1 -2.9 -2.5
O 8.2027 -2.4412 -0.1383 -0.8 2.5 2.5
O 8.9635 -3.8700 -1.4482 0.0 0.0 -1.1
H 4.2946 -1.8320 -4.7128 -0.1 0.1 0.0
H 4.2880 -0.8391 -2.4477 -0.1 0.0 0.2
H 5.9888 -1.3534 -0.8407 0.4 -0.3 0.2
H 7.8229 -3.9944 -3.7025 0.0 -0.1 -0.1
H 6.0213 -3.5113 -5.3179 -0.1 0.0 -0.1
C -4.7911 2.9078 -1.7053 -1.6 -0.2 -0.3
C -5.9139 2.8040 -2.5470 1.0 -0.7 0.1
C -7.0108 2.0547 -2.1639 -0.6 0.8 -0.1
C -7.1093 1.5877 -0.8799 0.8 0.1 1.5
C -6.0768 1.8271 0.0709 0.0 0.6 -0.8
C -4.9184 2.4748 -0.3705 0.0 0.3 -1.2
N -8.3481 0.8866 -0.4791 0.0 -1.5 1.9
O -9.2277 0.7028 -1.2946 0.5 0.4 0.2
O -8.3856 0.4275 0.6891 0.2 1.1 -2.0
H -3.9007 3.3545 -2.1225 0.1 0.2 0.4
H -5.9300 3.1871 -3.5566 0.3 0.2 0.0
H -7.8611 1.9827 -2.8258 0.0 -0.3 0.0
H -6.1409 1.6613 1.1362 -0.5 -0.5 -0.1
H -4.0846 2.7490 0.2588 -0.1 -0.4 0.5
C 3.9139 -4.8076 2.0823 1.0 0.0 0.0
O 2.7269 -4.2419 1.5827 -0.3 -0.7 -0.8
C 2.4410 -4.8349 0.2731 -1.6 0.2 1.7
C 1.3452 -4.0219 -0.3629 -0.2 0.1 -1.5
O 0.2253 -3.5035 0.4033 0.8 -0.5 -0.5
C -0.6037 -2.7862 -0.5500 -0.2 0.3 0.9
H 3.8940 -5.8970 2.1104 -0.2 -0.2 0.0
H 4.1552 -4.4537 3.0846 -0.3 0.2 0.0
H 4.7369 -4.5056 1.4346 0.2 -0.1 0.0
H 2.0921 -5.8615 0.3852 0.0 -0.2 0.6
H 3.2754 -4.9428 -0.4200 0.4 0.7 0.2
H 0.9451 -4.6667 -1.1454 -0.3 -0.3 0.0
H 1.8297 -3.2629 -0.9771 -0.2 0.9 0.5
H -0.0212 -1.9415 -0.9179 -0.2 0.0 -0.3
H -1.4854 -2.4114 -0.0302 0.2 0.1 0.3
H -1.0148 -3.4152 -1.3396 0.5 -0.3 -0.1
C 4.4095 -0.7679 5.3367 1.2 0.5 -0.5
O 3.4395 -1.5638 5.9337 -1.5 -0.6 -0.1
C 3.1017 -1.1939 7.2515 -1.4 -0.8 0.6
C 2.1458 0.0260 7.3636 1.0 0.4 -0.8
O 1.0971 -0.0281 6.3815 0.2 -0.6 -0.4
C 0.2091 1.0982 6.4739 0.5 -0.1 1.0
H 4.2490 0.2948 5.5184 -0.1 0.1 -0.2
H 4.4367 -0.9668 4.2653 -0.3 0.1 0.0
H 5.3944 -1.0405 5.7157 0.2 0.1 0.2
H 4.0097 -1.1139 7.8493 0.0 0.6 0.1
H 2.5750 -2.0527 7.6675 0.0 -0.3 -0.1
H 2.8294 0.8609 7.2097 -0.4 0.7 -0.5
H 1.7132 0.2373 8.3415 0.1 -0.7 0.3
H -0.5664 1.1100 5.7079 0.4 -0.3 -0.2
H 0.7913 2.0195 6.4531 -0.1 0.1 -0.3
H -0.2660 1.0387 7.4531 -0.3 0.2 0.1
C -1.7190 -0.3507 -5.8313 1.6 -0.8 1.4
O -1.7318 -1.1843 -6.9374 -0.5 -0.1 -1.1
C -3.0520 -1.4610 -7.3202 -0.6 -0.1 -2.3
C -3.1739 -1.9906 -8.7999 0.0 -1.1 1.0
O -2.4961 -3.2569 -8.9629 0.2 1.1 0.1
C -2.5104 -3.7545 -10.2817 -0.6 -0.2 -0.1
H -2.0974 0.6680 -5.9164 -0.4 -0.1 -0.4
H -0.6670 -0.2994 -5.5506 0.1 0.4 0.0
H -2.1461 -0.9060 -4.9963 -0.7 0.4 0.3
H -3.6076 -0.5247 -7.3737 -0.2 0.3 0.2
H -3.5935 -2.1055 -6.6278 0.3 -0.3 0.2
H -2.9324 -1.2145 -9.5262 1.0 0.0 0.0
H -4.2200 -2.1723 -9.0464 -0.5 0.0 0.5
H -2.0072 -4.7203 -10.3283 0.4 0.2 0.3
H -2.0868 -3.0734 -11.0198 0.3 0.2 0.1
H -3.5247 -3.9845 -10.6078 -0.4 0.2 0.0
C -4.7005 6.9976 5.2310 0.6 0.1 -0.9
O -3.3989 6.9953 4.6608 0.4 -1.7 -0.4
C -3.0085 5.6262 4.2653 0.2 1.9 1.0
C -1.7935 5.6889 3.3842 -0.6 0.2 -0.4
O -0.8574 6.5709 3.9554 1.1 -0.5 -0.2
C 0.5012 6.2441 3.6276 -0.4 -0.5 0.0
H -5.3604 6.8765 4.3719 -0.7 -0.2 0.4
H -4.8743 7.9707 5.6902 0.1 -0.1 0.0
H -4.8047 6.1944 5.9605 -0.2 0.0 0.1
H -3.8033 5.0486 3.7933 -0.3 0.2 -0.2
H -2.7082 5.1027 5.1730 -0.1 -0.1 0.3
H -2.0570 5.9821 2.3680 0.0 0.5 -0.2
H -1.5082 4.6441 3.2607 0.8 -0.2 0.3
H 1.2062 6.9628 4.0457 -0.4 0.2 0.1
H 0.6833 6.1555 2.5566 -0.2 0.3 -0.3
H 0.7529 5.2620 4.0279 0.0 -0.2 0.3

***

3.
97
Properties=species:S:1:pos:R:3:forces:R:3 method="wB97M-V/def2-TZVPD" fmax_ha_per_bohr=0.041 lumo_ev=0.4 charge=0
C -1.4545 2.2378 -1.1519 -0.4 -0.5 0.3
O -1.5161 1.5491 0.0972 0.5 0.1 0.1
C -0.7500 0.3651 0.0764 0.2 0.4 -0.2
O 0.0149 0.2340 1.2443 -0.5 -0.1 0.1
C 1.0513 1.1881 1.3303 0.9 0.7 0.2
C 2.3375 0.8046 0.5799 0.4 -0.2 -0.9
C 2.7154 1.7843 -0.5583 0.0 -0.4 -0.2
O 3.4365 0.6723 1.4928 -0.3 0.2 0.1
C -1.6329 -0.9170 -0.1343 1.0 0.6 -0.8
C -1.0032 -1.6894 -1.3143 0.6 -0.2 1.0
C 0.4513 -2.1136 -0.9216 -0.3 0.2 -1.1
C 0.7981 -3.5207 -1.3632 -0.2 1.1 0.7
C 0.4649 -3.9925 -2.6166 -0.4 0.8 0.0
C 0.8286 -5.2578 -2.9949 -0.3 -0.1 -1.1
C 1.5388 -6.0588 -2.1380 0.1 -0.8 -0.3
C 1.8528 -5.5961 -0.8855 0.6 -0.9 0.3
C 1.4906 -4.3305 -0.4995 0.4 -0.3 0.8
O -2.9378 -0.4688 -0.4249 -0.1 -1.1 0.1
C -4.0058 -1.1783 0.2054 -1.6 -0.5 0.6
C -5.3090 -0.6305 -0.4633 1.1 1.0 0.1
C -5.1425 -0.2292 -1.9462 -1.1 -0.1 -0.1
C -5.1983 1.2913 -2.1158 -0.3 -0.9 -0.2
Cl -5.1164 1.6545 -3.8795 0.3 0.3 0.3
C -3.9450 -2.7281 0.0280 -0.3 0.4 -1.5
Br -5.3459 -3.6391 1.0739 0.5 0.2 0.1
C -4.0484 -3.2363 -1.4638 0.7 -1.7 1.0
C -3.3022 -4.6111 -1.5295 -0.5 0.2 -0.2
Br -5.8742 -3.6070 -2.0979 0.3 0.6 -0.3
Si -4.2165 -0.7158 2.0922 0.6 0.0 1.0
C -6.0184 -0.5782 2.6363 -0.1 0.6 -0.5
C -3.4357 0.9694 2.4593 -0.1 -0.6 -0.2
C -3.2716 -1.9367 3.2099 -0.5 -0.2 -0.3
H -2.1470 3.0763 -1.0806 0.1 0.0 -0.1
H -0.4375 2.5850 -1.3711 -0.1 0.0 0.0
H -1.7917 1.5527 -1.9403 0.0 0.3 -0.1
H -0.0427 0.4965 -0.7629 -0.1 -0.4 -0.1
H 0.7377 2.1745 0.9694 -0.3 -0.2 0.0
H 1.3310 1.3438 2.3760 -0.3 -0.4 0.0
H 2.2138 -0.1774 0.1084 -0.4 0.0 0.2
H 1.8821 2.4295 -0.8425 0.2 0.2 0.2
H 3.5993 2.3710 -0.2903 -0.3 0.3 0.1
H 2.9916 1.2488 -1.4744 0.0 -0.1 0.2
H 4.2396 0.8039 0.9767 0.0 -0.1 0.1
H -1.5433 -1.5751 0.7366 -0.3 0.4 0.2
H -0.9624 -1.0458 -2.1963 -0.3 -0.2 -0.1
H -1.5318 -2.6207 -1.5157 -0.3 0.3 -0.1
H 0.6380 -1.9817 0.1448 0.0 -0.1 -0.1
H 1.1144 -1.4402 -1.4794 0.2 0.0 0.4
H -0.0767 -3.3175 -3.2738 0.0 -0.3 -0.2
H 0.5728 -5.5963 -3.9943 0.0 -0.1 0.1
H 1.8426 -7.0468 -2.4657 0.0 0.0 0.1
H 2.4026 -6.2530 -0.2193 0.0 0.2 0.1
H 1.7767 -4.0122 0.4982 -0.2 0.2 -0.1
H -6.1626 -1.2823 -0.2877 0.2 -0.1 -0.1
H -5.5244 0.3046 0.0769 -0.2 -0.1 -0.1
H -6.0259 -0.6018 -2.4761 0.2 -0.1 -0.1
H -4.2881 -0.6702 -2.4543 0.1 0.2 0.2
H -4.4209 1.8071 -1.5544 0.0 0.1 -0.3
H -6.1990 1.5986 -1.8133 0.2 0.3 0.2
H -3.0270 -3.1723 0.4125 0.0 0.3 0.1
H -3.5313 -2.5772 -2.1547 -0.6 0.4 0.1
H -3.2351 -5.0739 -0.5421 0.0 0.1 -0.1
H -3.8721 -5.2929 -2.1598 0.3 0.0 -0.1
H -2.2975 -4.5000 -1.9462 -0.1 0.0 0.1
H -6.3906 0.3862 2.2610 0.0 -0.1 0.1
H -6.6938 -1.3352 2.2395 0.1 -0.1 0.3
H -6.0827 -0.5031 3.7259 0.0 -0.3 -0.1
H -2.3513 0.8289 2.5039 -0.1 0.2 -0.2
H -3.7475 1.2976 3.4567 -0.1 0.0 -0.1
H -3.6946 1.7196 1.7098 0.2 0.1 0.1
H -2.9457 -1.4561 4.1359 0.1 0.0 -0.2
H -3.9161 -2.7770 3.4844 0.1 0.1 0.0
H -2.4205 -2.3749 2.6772 0.1 0.2 0.2
C 10.6187 -0.2402 2.9053 0.3 0.0 0.0
O 9.3877 -0.2520 3.6291 0.0 0.0 0.0
C 8.3323 0.1510 2.9207 0.0 0.0 0.1
O 8.3480 0.5057 1.7703 0.0 0.0 0.0
O 7.2579 0.0927 3.7062 0.0 0.0 0.0
C 6.0461 0.5007 3.0686 -0.3 0.1 0.0
H 11.3906 -0.5860 3.5876 -0.1 0.0 0.1
H 10.5703 -0.9159 2.0530 -0.1 0.1 -0.1
H 10.8621 0.7688 2.5766 -0.1 0.0 -0.1
H 5.8209 -0.1472 2.2240 0.1 0.0 0.0
H 6.1134 1.5398 2.7482 0.1 0.0 -0.1
H 5.2485 0.4105 3.7993 0.1 -0.1 0.1
C 0.8783 6.1817 0.3112 -0.2 -0.1 0.2
O 1.6770 5.8645 -0.8305 0.0 -0.1 0.0
C 2.2144 6.9256 -1.4357 0.0 -0.1 0.0
O 2.0783 8.0723 -1.1013 0.0 0.0 0.0
O 2.9279 6.4910 -2.4750 0.0 -0.1 0.0
C 3.5661 7.5285 -3.2219 0.2 0.1 -0.2
H 0.5036 5.2410 0.7075 0.1 -0.1 -0.1
H 1.4776 6.6737 1.0754 0.0 0.1 -0.1
H 0.0337 6.8076 0.0282 0.1 0.1 0.0
H 4.2711 8.0741 -2.5971 -0.1 0.1 0.0
H 2.8278 8.2081 -3.6441 0.0 0.1 0.1
H 4.1087 7.0480 -4.0315 -0.1 -0.2 0.1